Entry 1:
A single C3H6N2 molecule, computed with wB97M-V/def2-TZVPD.

```
! wB97M-V def2-TZVPD RIJCOSX def2/J DEFGRID3
* xyz 0 1
C 0.24 -1.15 -0.56
C -0.09 -0.71 0.92
C -0.58 0.40 1.34
H 0.53 1.38 -2.21
H 0.77 1.36 -0.56
H 0.55 -2.25 -0.74
H 0.15 -1.55 1.51
H -0.56 0.59 2.35
H -1.19 1.17 0.75
N 0.01 1.02 -1.22
N 0.15 -0.26 -1.57
*
```

The gap between HOMO and LUMO is 0.336 hartree. Its SMILES is C=C/C=N\N. Its HOMO energy is -8.44 eV. As for the calculated total energy: -227.280506 Eh. The value obtained for the energy above the lowest of the compared OMol25 structures with the same formula, charge and spin is 90.6 kcal/mol. The value obtained for the molecular weight is 70.09 g/mol. The LUMO energy is 0.70 eV.

These are the Mulliken partial charges, in e, on atoms 1 to 6: -0.092 -0.109 -0.715 0.335 0.253 0.292

=====

Entry 2:
A molecular structure, C3H6N2, computed with wB97M-V/def2-TZVPD.

```
! wB97M-V def2-TZVPD RIJCOSX def2/J DEFGRID3
* xyz 0 1
C -1.15 0.72 -0.49
C 0.12 -0.14 -0.47
N 1.35 0.15 0.67
C 0.14 -1.32 0.33
N -0.06 -2.35 0.80
H -1.95 0.26 -1.10
H -1.55 0.85 0.52
H -0.93 1.69 -0.94
H 0.53 -0.27 -1.49
H 2.33 -0.15 0.58
H 1.17 0.56 1.59
*
```

The gap between HOMO and LUMO is 0.347 hartree. Its HOMO energy is -8.62 eV. As for the calculated total energy: -227.324508 Eh. The value obtained for the energy above the lowest of the compared OMol25 structures with the same formula, charge and spin is 63.0 kcal/mol. The value obtained for the molecular weight is 70.09 g/mol. The LUMO energy is 0.82 eV.

These are the Mulliken partial charges, in e, on atoms 1 to 6: -1.059 0.341 -0.592 0.196 -0.505 0.309

=====

Entry 3:
A molecular structure, C3H6N2O, computed with wB97M-V/def2-TZVPD.

```
! wB97M-V def2-TZVPD RIJCOSX def2/J DEFGRID3
* xyz 0 1
C -1.01 -0.10 0.33
C -0.30 1.12 -0.19
C 0.22 -0.95 0.35
N 0.82 -0.62 -0.94
N 1.13 0.68 -0.33
O 1.44 0.08 0.95
H -1.32 0.02 1.37
H -1.85 -0.38 -0.28
H -0.61 1.23 -1.18
H -0.47 2.13 0.20
H 0.18 -2.01 0.73
H 1.76 -1.18 -1.00
*
```

The gap between HOMO and LUMO is 0.394 hartree. Its HOMO energy is -9.71 eV. As for the calculated total energy: -302.490311 Eh. The value obtained for the energy above the lowest of the compared OMol25 structures with the same formula, charge and spin is 127.3 kcal/mol. The value obtained for the molecular weight is 86.09 g/mol. The LUMO energy is 1.01 eV.

These are the Mulliken partial charges, in e, on atoms 1 to 6: -0.574 -0.373 0.161 -0.452 -0.194 -0.400

=====

Entry 4:
2 unconnected molecules or ions with the total composition C3H6N2O, computed with wB97M-V/def2-TZVPD.

```
! wB97M-V def2-TZVPD RIJCOSX def2/J DEFGRID3
* xyz 0 1
C -1.25 -0.36 0.16
C -1.04 1.08 -0.15
C 0.89 -1.13 -0.06
N -1.62 -1.43 0.43
N 1.57 -0.11 0.17
O 1.82 0.10 1.45
H -0.30 1.65 0.57
H -1.93 1.61 -0.22
H -0.58 1.22 -1.12
H 0.86 -1.35 -1.13
H 0.90 -1.79 0.82
H 1.33 -0.67 1.94
*
```

The gap between HOMO and LUMO is 0.388 hartree. Its SMILES is C=NO.CC#N. Its HOMO energy is -9.74 eV. As for the calculated total energy: -302.525707 Eh. The value obtained for the energy above the lowest of the compared OMol25 structures with the same formula, charge and spin is 105.0 kcal/mol. The value obtained for the molecular weight is 86.09 g/mol. The LUMO energy is 0.82 eV.

These are the Mulliken partial charges, in e, on atoms 1 to 6: 0.575 -0.963 -0.600 -0.436 -0.180 -0.279